This record from OMol25 describes a 2-piece molecular cluster, C4H7NO3 overall at a distorted geometry. The level of theory is ωB97M-V/def2-TZVPD.

The geometry in XYZ format:
```
15
Properties=species:S:1:pos:R:3:forces:R:3
C -3.642 -0.575 -0.779 0.2 -0.3 -1.6
N -4.809 -0.690 -0.214 -0.4 0.2 0.1
C 0.500 0.612 0.201 3.7 1.1 2.3
C 1.720 -0.197 -0.253 -2.5 1.5 -1.6
C 3.091 0.030 0.112 2.9 -0.1 2.0
O 3.366 0.522 1.321 -1.1 0.9 1.0
O 4.087 -0.261 -0.514 -0.8 -0.6 -2.2
O -2.486 -0.457 -0.229 -0.9 0.2 -0.9
H -3.824 -0.629 -1.944 1.2 0.1 1.8
H -4.727 -0.616 0.791 0.2 -0.1 0.6
H -0.171 -0.053 0.686 -1.6 -1.0 -0.4
H 0.055 1.349 -0.515 0.0 -1.2 0.1
H 0.813 1.217 1.156 -0.2 -0.7 -1.9
H 1.685 -0.831 -1.158 -0.4 0.1 0.7
H 4.342 0.581 1.340 -0.5 0.0 0.1
```
Positions in Å, forces in eV/Å.

Values from the calculation:
- ΔE to the lowest compared entry with this formula, charge and spin: 753.0 kJ/mol
- Charge: 0
- HOMO-LUMO gap: 2.689 eV
- Highest occupied orbital energy: -7.719 eV